Entry 1:
The molecule C5H6N2O. Source: the Open Molecules 2025 dataset; level of theory: wB97M-V/def2-TZVPD.

SMILES: Nc1occ2c1NC2
spin multiplicity: 1

The geometry in XYZ format:
```
14
Properties=species:S:1:pos:R:3:forces:R:3:nbo_charge:R:1
O -1.420 0.930 -0.247 -3.43 10.01 0.81 -0.380
N -2.358 -0.907 -0.195 -3.95 -4.25 5.22 -0.817
N 1.406 -1.238 -0.237 0.21 0.01 1.49 -0.588
C 0.658 0.787 -0.069 2.73 0.10 1.70 -0.091
C 0.123 -0.499 -0.163 4.35 -0.20 -0.15 -0.053
C -0.351 1.678 0.062 1.83 1.02 -1.38 -0.018
C -1.138 -0.221 -0.249 -2.80 -11.69 -0.41 0.437
C 2.099 0.172 -0.110 -1.99 1.28 -2.85 -0.214
H 2.742 0.241 0.726 0.71 0.31 0.70 0.205
H 1.592 -1.851 0.653 -0.44 1.69 -2.12 0.364
H -2.787 -0.427 0.756 0.71 -1.41 -3.20 0.360
H -0.549 2.709 -0.063 0.39 0.79 0.23 0.206
H -2.508 -2.085 0.251 1.71 4.56 -2.19 0.371
H 2.491 0.712 -1.114 -0.04 -2.23 2.16 0.219
```
Forces are in eV/Å.

***

Entry 2:
C31H27GaN10OSSe as an isolated structure. Source: the Open Molecules 2025 dataset; level of theory: wB97M-V/def2-TZVPD.

spin multiplicity: 1
net charge: +2

The geometry in XYZ format:
```
72
Properties=species:S:1:pos:R:3:forces:R:3:mulliken_charge:R:1
Se 1.638 0.990 1.094 0.02 -0.04 0.04 -0.006
Ga 0.287 -0.361 -0.386 -0.05 0.17 0.00 0.156
S 6.285 -1.166 -4.549 -0.19 -0.08 0.05 -0.307
O -0.997 -1.481 -1.548 0.05 -0.32 -0.13 -0.381
N -2.444 -2.866 -2.525 0.01 -0.07 -0.01 -0.360
N -0.885 3.752 -2.855 0.02 0.02 -0.05 -0.525
N 1.768 -1.062 -1.751 -0.25 0.14 0.13 0.407
N 4.765 -1.859 3.139 0.07 -0.07 0.05 -0.551
N -0.351 -1.844 1.053 0.20 0.05 -0.15 0.503
N 4.358 -2.279 -5.930 -0.11 -0.04 0.04 -0.308
N -1.383 -3.526 2.976 0.01 -0.05 0.02 -0.512
N -4.653 4.555 5.229 -0.03 0.03 0.04 -0.545
N -1.408 0.490 0.520 0.14 0.04 0.00 0.234
N -0.209 1.378 -1.621 0.08 -0.02 0.06 0.408
C 4.114 -2.260 2.056 -0.02 0.02 -0.01 -0.900
C -1.448 3.389 -1.712 -0.01 -0.05 0.06 -0.556
C -1.109 2.204 -1.069 0.01 0.03 -0.08 0.405
C -2.817 -0.482 -2.756 0.02 0.02 0.00 -0.786
C 0.024 2.939 -3.379 -0.05 0.04 0.02 -0.536
C 4.743 -1.666 -4.800 0.39 0.11 -0.10 0.206
C 3.584 0.224 3.020 0.02 -0.06 0.00 -0.748
C 2.902 -0.213 1.894 -0.18 0.01 -0.13 0.660
C -3.419 2.921 3.346 0.02 0.01 0.10 0.346
C -3.117 2.805 4.699 0.00 -0.01 -0.04 -0.534
C -2.361 2.575 1.109 -0.03 -0.01 -0.03 -0.747
C -2.743 2.064 2.353 -0.01 -0.03 -0.07 0.080
C 1.559 -1.939 -2.745 0.02 -0.14 0.01 -0.640
C -1.758 -0.021 1.699 0.02 -0.03 -0.01 0.506
C -4.947 4.658 3.938 0.02 -0.02 0.02 -0.436
C -0.434 -3.935 2.144 -0.04 0.01 0.06 -0.576
C -1.681 1.760 0.225 -0.03 0.03 0.03 0.260
C 2.948 -0.413 -1.731 0.07 0.01 -0.08 -0.419
C -2.028 -1.642 -2.234 -0.09 0.22 0.07 0.745
C 4.503 -0.641 3.601 -0.03 0.04 -0.03 -0.382
C 0.360 1.740 -2.767 0.00 -0.06 0.01 -0.137
C 3.174 -1.480 1.395 0.01 0.04 0.08 0.378
C -1.298 -1.414 1.897 -0.05 -0.07 0.02 0.397
C 3.690 -1.472 -3.751 -0.14 -0.04 0.09 1.124
C -1.810 -2.278 2.858 0.06 0.06 -0.01 -0.580
C -3.756 3.647 5.597 0.00 -0.01 -0.04 -0.472
C 3.912 -0.591 -2.697 0.01 -0.01 -0.06 -0.895
C -2.429 0.732 2.641 -0.07 0.00 0.00 -0.920
C 2.479 -2.166 -3.748 0.10 -0.03 0.03 -0.902
C -4.356 3.873 2.959 -0.01 -0.03 -0.04 -0.531
C 0.087 -3.094 1.171 0.08 0.08 0.00 -0.206
H -2.198 4.055 -1.304 0.01 0.01 0.01 0.424
H 3.409 1.206 3.436 0.02 -0.01 0.03 0.410
H 4.850 -0.055 -2.642 -0.01 0.01 0.02 0.423
H 0.493 3.247 -4.304 0.01 -0.02 -0.01 0.456
H -3.103 0.157 -1.921 -0.01 -0.03 0.02 0.059
H 2.684 -1.851 0.505 0.06 -0.07 0.04 0.407
H -3.709 -0.790 -3.295 0.00 0.01 -0.01 0.543
H -2.179 0.104 -3.419 -0.01 -0.01 -0.02 0.169
H -5.689 5.402 3.674 0.00 -0.01 -0.02 0.382
H 3.405 -2.511 -6.143 -0.02 0.03 -0.01 0.159
H -0.084 -4.953 2.252 0.03 0.00 -0.02 0.427
H -3.276 -3.027 -3.069 0.00 0.03 -0.01 0.233
H 3.107 0.274 -0.913 -0.05 0.04 0.01 0.370
H 1.090 1.066 -3.198 0.02 0.02 0.00 0.327
H -2.548 3.613 0.874 0.01 0.01 0.02 0.770
H 5.050 -2.426 -6.648 0.00 0.00 0.00 0.225
H 4.358 -3.253 1.693 -0.02 0.00 -0.02 0.375
H 0.865 -3.415 0.491 -0.02 -0.05 0.01 0.554
H -2.372 2.102 5.051 0.00 0.01 0.03 0.497
H 5.053 -0.337 4.484 -0.01 0.02 0.00 0.388
H -2.700 0.305 3.596 -0.01 0.03 0.01 0.641
H -3.534 3.592 6.656 0.01 0.00 0.00 0.383
H 0.634 -2.493 -2.716 -0.04 0.07 -0.03 0.428
H -1.945 -3.669 -2.172 0.00 0.02 0.02 0.232
H -4.654 3.984 1.924 0.00 0.02 0.00 0.491
H -2.591 -1.962 3.538 -0.01 0.00 -0.01 0.478
H 2.246 -2.915 -4.491 -0.02 -0.01 0.00 0.330
```
Forces are in eV/Å.

***

Entry 3:
A 4-piece molecular cluster, C19H44BrNO13S4 overall. Source: the Open Molecules 2025 dataset; level of theory: wB97M-V/def2-TZVPD.

SMILES: CCCCCCCC[C@@H]1OS(=O)(=O)O[C@]1(N)Br.CCOS(C)(=O)=O.CCOS(C)(=O)=O.CCOS(C)(=O)=O
spin multiplicity: 1

The geometry in XYZ format:
```
82
Properties=species:S:1:pos:R:3:forces:R:3:mulliken_charge:R:1
Br 8.109 -1.150 -3.956 0.11 -0.18 0.32 -0.146
S -1.429 2.953 -1.193 0.65 -0.08 -0.20 1.247
S -8.796 -2.082 1.931 -0.38 0.22 0.03 1.182
S 8.357 1.308 -1.403 -1.03 0.71 1.02 1.092
S -2.402 -0.107 2.290 -0.72 0.46 0.02 1.087
O -1.416 3.640 0.064 -0.34 -0.10 -0.09 -0.635
O -2.549 2.149 -1.588 -0.19 0.26 0.18 -0.669
O 9.456 0.568 -2.322 -0.86 0.14 0.92 -0.337
O -8.973 -3.418 2.413 0.18 0.09 -0.11 -0.624
O -3.708 0.320 1.481 0.37 0.11 0.32 -0.292
O -2.584 -1.430 2.805 0.35 0.04 -0.12 -0.623
O 8.918 2.404 -0.671 0.07 -1.10 -0.88 -0.579
O -1.232 0.233 1.528 -0.07 -0.35 -0.10 -0.543
O -1.110 3.995 -2.364 0.08 -0.23 0.19 -0.272
O 7.109 1.517 -2.085 1.27 -0.46 0.09 -0.494
O -10.092 -1.643 1.105 0.17 0.03 0.30 -0.308
O 8.172 0.076 -0.363 -0.12 0.68 -0.90 -0.340
O -7.632 -1.729 1.174 -0.04 -0.19 0.01 -0.558
N 10.458 -1.494 -2.519 -0.88 -0.19 0.19 -0.509
C 0.039 1.993 -1.323 0.03 0.01 -0.04 -0.830
C -10.619 -3.579 -0.321 0.10 -0.09 0.19 -0.989
C -3.883 -0.197 0.145 -0.08 -0.60 -0.61 -0.061
C 6.493 -2.124 0.282 -0.09 -0.65 0.09 -0.822
C -8.995 -0.957 3.272 -0.03 0.04 -0.03 -0.977
C 3.106 0.591 0.079 0.41 -0.24 0.39 -0.654
C 7.357 -2.195 -0.990 -0.07 0.21 0.20 -0.623
C -4.301 -1.656 0.150 0.11 -0.10 0.24 -1.103
C -10.215 -2.119 -0.249 -0.06 -0.28 -0.55 -0.298
C 2.009 1.313 2.287 0.10 -0.42 0.05 -1.005
C 5.025 -2.474 0.024 0.03 0.00 -0.21 -1.081
C 4.408 0.005 -0.500 -0.65 0.31 -0.73 -0.599
C -2.475 5.975 -1.842 0.04 -0.09 0.20 -0.985
C 8.485 -1.174 -0.979 0.66 -0.51 0.28 0.141
C 9.189 -0.872 -2.318 0.69 0.75 -1.17 0.435
C -2.578 1.051 3.606 0.00 0.06 -0.01 -0.984
C -2.180 4.847 -2.812 -0.44 0.38 -0.11 -0.359
C 2.928 0.298 1.583 -0.68 0.38 -0.55 -0.188
C 4.276 -1.486 -0.891 0.40 0.16 0.95 -0.829
H -8.889 0.058 2.899 0.00 -0.01 -0.02 0.313
H 9.286 -1.582 -0.349 -0.07 0.08 0.06 0.187
H 10.808 -1.889 -1.657 0.14 -0.07 -0.07 0.268
H 4.607 0.565 -1.418 0.18 -0.02 0.06 0.182
H 6.883 -2.869 0.982 0.01 0.10 0.10 0.446
H -1.844 5.254 -3.764 0.16 -0.13 0.01 0.280
H 3.217 -1.743 -0.826 -0.01 -0.14 -0.37 0.470
H 0.049 1.489 -2.286 -0.02 0.03 -0.01 0.419
H -2.877 5.597 -0.903 -0.01 -0.01 -0.02 0.292
H 4.522 -2.584 0.986 -0.06 0.19 0.02 0.376
H 2.450 -0.679 1.688 0.41 -0.21 0.21 0.229
H 6.569 -1.169 0.794 0.04 0.08 -0.18 0.506
H 2.174 1.264 3.364 0.00 0.17 0.03 0.381
H -8.213 -1.182 3.994 0.03 -0.05 -0.04 0.372
H -4.535 -1.981 -0.864 -0.03 0.09 -0.03 0.444
H 4.971 -3.463 -0.443 0.04 -0.03 0.03 0.390
H 0.014 1.268 -0.510 -0.09 0.04 0.05 0.129
H 0.958 1.069 2.126 0.04 0.09 -0.15 0.017
H 6.768 -2.136 -1.905 -0.09 0.28 0.15 0.283
H 10.414 -2.183 -3.255 0.20 -0.02 0.00 0.290
H -3.206 6.659 -2.273 0.03 -0.02 -0.08 0.392
H -2.975 -0.043 -0.436 0.06 0.10 0.15 0.121
H 5.248 0.216 0.160 0.01 -0.08 0.06 0.379
H 3.081 1.675 -0.058 0.13 0.01 -0.08 0.508
H 0.898 2.650 -1.215 -0.01 0.01 0.02 0.412
H 4.629 -1.625 -1.912 -0.17 -0.04 -0.10 0.423
H -10.985 -1.497 -0.703 0.00 0.12 0.18 0.273
H 2.187 2.330 1.936 0.07 0.04 0.10 0.342
H -11.517 -3.758 0.270 -0.03 0.03 -0.05 0.266
H -9.974 -1.114 3.717 0.00 -0.03 -0.01 0.352
H -2.468 2.055 3.206 0.00 -0.02 -0.03 0.281
H -4.662 0.407 -0.314 0.04 0.21 0.24 0.287
H -9.285 -1.936 -0.789 0.05 0.02 0.14 0.287
H -3.509 -2.296 0.537 0.02 0.02 -0.04 0.302
H -9.836 -4.229 0.066 0.01 0.02 -0.02 0.299
H -10.814 -3.863 -1.356 -0.02 0.08 -0.02 0.386
H -5.179 -1.802 0.778 -0.06 0.02 -0.08 0.270
H -3.555 0.911 4.062 0.00 -0.03 -0.01 0.357
H -1.792 0.837 4.327 0.03 -0.04 -0.04 0.394
H 3.919 0.302 2.036 -0.02 -0.14 0.16 0.334
H 7.837 -3.176 -1.008 0.02 -0.02 -0.20 0.368
H -1.565 6.529 -1.611 0.00 0.02 -0.05 0.261
H -3.071 4.247 -3.008 0.07 -0.10 0.07 0.323
H 2.290 0.167 -0.512 -0.20 0.17 0.12 0.239
```
Forces are in eV/Å.

***

no.,E_LUMO (eV),F_max (eV/A)
1,0.788,12.0
2,-6.632,0.4
3,0.312,1.6